Entry one
Here is C6H8O3S in the gas phase from the Open Molecules 2025 dataset. Energies are from ωB97M-V/def2-TZVPD.

Each line ends with the natural charge from an NBO analysis.
CARTESIAN COORDINATES (ANGSTROEM)
C  1.26  0.95  1.60  -0.63
C  0.78  0.80  0.20  0.08
O  -0.29  1.75  -0.25  -0.49
C  -1.50  1.15  -0.41  0.74
O  -2.44  1.78  -0.76  -0.52
C  -1.36  -0.31  -0.09  -0.01
O  -2.21  -1.21  -0.65  -0.54
S  -2.45  -1.03  1.00  0.47
C  0.19  -0.61  -0.08  -0.26
C  0.45  -1.35  -1.45  -0.62
H  0.29  0.89  2.25  0.21
H  1.73  1.84  1.83  0.23
H  2.04  0.10  1.90  0.23
H  1.56  0.97  -0.53  0.20
H  0.44  -1.14  0.92  0.23
H  -0.26  -0.96  -2.21  0.22
H  0.27  -2.50  -1.55  0.24
H  1.50  -1.11  -1.71  0.22

The LUMO energy comes out at -0.084 eV. As for the SMILES: C[C@@H]1OC(=O)[C@@]2(OS2)[C@H]1C. The orbital gap comes out at 9.15 eV.

Entry two
Here is a molecular structure, C6H8O3S from the Open Molecules 2025 dataset. Energies are from ωB97M-V/def2-TZVPD.

Each line ends with the natural charge from an NBO analysis.
CARTESIAN COORDINATES (ANGSTROEM)
C  -0.18  0.02  -0.16  -0.38
C  1.08  -0.14  0.20  -0.02
C  -1.78  -0.63  0.79  0.71
C  1.91  0.61  -0.70  -0.61
C  1.81  -1.01  1.16  -0.66
C  -2.96  -0.05  0.16  -0.75
O  -1.51  -1.43  1.65  -0.49
O  0.10  0.65  -2.94  -0.90
O  -0.02  2.51  -1.24  -0.93
S  0.29  1.14  -1.55  2.07
H  2.21  1.42  -0.17  0.23
H  2.72  0.15  -1.25  0.24
H  2.09  -1.91  0.55  0.24
H  1.23  -1.28  2.08  0.25
H  2.70  -0.50  1.60  0.22
H  -3.96  -0.03  0.54  0.25
H  -2.98  -0.55  -0.72  0.26
H  -2.76  1.03  -0.02  0.26

The LUMO energy comes out at 0.577 eV. The orbital gap comes out at 10.25 eV.

Compare the structures above. Which one is the least stable? entry two is.